[1]
Here is a 9-piece molecular cluster, C27H63F3O33P6 overall at a distorted geometry from OMol25. Energies are from ωB97M-V/def2-TZVPD.

The spin multiplicity is 1. The value obtained for the HOMO energy is -10.55 eV. The energy above the lowest of the compared OMol25 structures with the same formula, charge and spin comes out at 6.575 eV. As for the structure (SMILES): O=C1OC[C@@H](F)O1.O=C1OC[C@@H](F)O1.O=C1OC[C@@H](F)O1.COP(=O)(OC)OC.COP(=O)(OC)OC.COP(=O)(OC)OC.COP(=O)(OC)OC.COP(=O)(OC)OC.COP(=O)(OC)OC. As for the total energy: -160480.4770 eV. The calculation puts the HOMO-LUMO gap at 10.5623 eV. As for the total charge: 0.

```
132
Properties=species:S:1:pos:R:3:lowdin_charge:R:1
C -5.690 7.471 -4.025 -0.12
C -5.950 5.999 -4.103 -0.33
O -4.862 5.645 -4.922 0.14
C -3.857 6.566 -4.761 -0.47
O -2.752 6.508 -5.331 0.13
O -4.315 7.520 -3.946 0.10
F -7.090 5.825 -4.802 0.08
H -6.060 7.986 -3.139 0.15
H -6.220 7.894 -4.878 0.15
H -6.062 5.689 -3.064 0.18
C 1.140 1.146 -1.827 -0.04
C 0.804 0.335 -0.683 -0.32
O -0.483 0.819 -0.298 0.16
C -0.643 2.053 -0.641 -0.57
O -1.517 2.835 -0.307 0.14
O 0.447 2.365 -1.390 0.06
F 1.705 0.450 0.319 0.09
H 0.807 0.800 -2.806 0.14
H 2.148 1.452 -2.106 0.15
H 0.731 -0.711 -0.983 0.17
C 4.487 2.037 -10.988 -0.06
C 5.338 1.958 -9.731 -0.29
O 6.117 0.813 -10.128 0.12
C 6.156 0.599 -11.450 -0.56
O 6.794 -0.204 -12.065 0.17
O 5.307 1.480 -12.031 0.06
F 4.586 1.753 -8.637 0.10
H 4.190 3.061 -11.215 0.14
H 3.658 1.341 -10.857 0.14
H 5.987 2.829 -9.639 0.17
C -3.773 -0.662 11.413 -0.08
O -3.373 -1.684 10.418 -0.27
P -4.526 -2.563 9.507 0.56
O -5.875 -1.999 9.552 -0.25
O -3.969 -2.780 7.918 -0.23
C -3.979 -1.629 7.042 -0.12
O -4.303 -4.065 10.094 -0.22
C -5.174 -4.829 10.851 -0.14
H -3.072 0.113 11.103 0.08
H -3.534 -0.911 12.447 0.08
H -4.827 -0.387 11.457 0.08
H -3.068 -1.505 6.457 0.08
H -4.258 -0.707 7.552 0.08
H -4.710 -1.664 6.234 0.08
H -4.682 -5.253 11.726 0.09
H -5.677 -5.603 10.272 0.09
H -6.054 -4.285 11.192 0.08
C 2.467 -5.909 6.667 -0.14
O 3.855 -5.774 6.429 -0.23
P 4.627 -4.781 7.521 0.44
O 3.914 -4.381 8.753 -0.24
O 5.961 -5.612 7.855 -0.21
C 5.857 -6.842 8.580 -0.11
O 5.128 -3.564 6.615 -0.21
C 4.738 -2.207 7.049 -0.07
H 2.235 -6.011 7.727 0.08
H 1.934 -6.635 6.053 0.09
H 2.064 -4.922 6.439 0.08
H 6.417 -7.577 8.003 0.09
H 4.834 -7.158 8.783 0.08
H 6.327 -6.939 9.559 0.09
H 3.709 -2.018 6.745 0.09
H 5.415 -1.371 6.875 0.09
H 4.756 -2.183 8.139 0.07
C 3.548 11.367 -6.661 -0.05
O 3.158 10.306 -5.659 -0.25
P 4.215 9.129 -5.215 0.42
O 4.559 8.235 -6.292 -0.23
O 5.505 10.007 -4.612 -0.26
C 6.857 9.572 -4.899 -0.10
O 3.749 8.399 -3.874 -0.21
C 2.921 9.083 -2.876 -0.06
H 4.600 11.387 -6.942 0.08
H 3.325 12.307 -6.155 0.08
H 2.936 11.464 -7.558 0.08
H 7.424 9.503 -3.971 0.08
H 7.373 10.383 -5.413 0.08
H 6.907 8.685 -5.531 0.08
H 2.685 10.118 -3.120 0.08
H 3.531 9.173 -1.978 0.09
H 2.059 8.437 -2.711 0.09
C -7.137 3.676 5.770 -0.08
O -6.456 4.444 6.815 -0.22
P -5.311 5.578 6.530 0.55
O -4.736 6.249 7.768 -0.27
O -5.976 6.582 5.399 -0.21
C -5.192 7.175 4.471 -0.19
O -4.182 4.858 5.546 -0.29
C -2.780 4.608 5.826 -0.07
H -7.063 2.641 6.104 0.09
H -6.706 3.736 4.771 0.08
H -8.166 3.924 5.513 0.08
H -4.347 7.764 4.828 0.10
H -5.793 7.903 3.927 0.09
H -4.879 6.526 3.653 0.09
H -2.287 4.117 4.987 0.09
H -2.623 4.171 6.812 0.09
H -2.459 5.647 5.908 0.08
C 4.582 -4.030 -5.042 -0.08
O 4.310 -4.087 -6.477 -0.23
P 2.947 -4.730 -7.097 0.56
O 1.611 -4.228 -6.634 -0.27
O 3.216 -6.329 -6.723 -0.24
C 2.294 -7.368 -6.971 -0.14
O 3.291 -4.551 -8.751 -0.25
C 2.559 -5.213 -9.786 -0.11
H 3.849 -4.569 -4.442 0.09
H 4.853 -3.027 -4.713 0.09
H 5.518 -4.519 -4.772 0.08
H 2.568 -8.085 -7.745 0.08
H 1.350 -7.032 -7.400 0.08
H 2.144 -7.972 -6.077 0.09
H 1.482 -5.079 -9.680 0.09
H 2.909 -6.245 -9.795 0.09
H 2.771 -4.713 -10.731 0.09
C -3.505 -6.096 -1.171 -0.13
O -3.014 -7.140 -0.402 -0.23
P -2.435 -8.555 -0.969 0.44
O -2.458 -9.641 0.051 -0.24
O -3.423 -8.921 -2.169 -0.23
C -4.786 -9.142 -1.992 -0.12
O -1.052 -8.152 -1.696 -0.21
C 0.103 -8.154 -0.833 -0.09
H -3.217 -5.103 -0.825 0.09
H -4.584 -6.161 -1.033 0.09
H -3.214 -6.192 -2.217 0.09
H -5.106 -9.156 -0.950 0.09
H -4.976 -10.160 -2.334 0.09
H -5.350 -8.397 -2.552 0.09
H -0.144 -8.310 0.217 0.08
H 0.579 -7.174 -0.875 0.09
H 0.783 -8.938 -1.166 0.09
```

[2]
Here is a 4-piece molecular cluster, C27H63FN7S overall at a distorted geometry from OMol25. Energies are from ωB97M-V/def2-TZVPD.

The spin multiplicity is 1. The value obtained for the HOMO energy is -9.34 eV. As for the total energy: -52993.1507 eV. The calculation puts the HOMO-LUMO gap at 5.3258 eV. As for the total charge: +1.

```
99
Properties=species:S:1:pos:R:3:lowdin_charge:R:1
C 3.175 -0.107 3.607 -0.02
C 3.163 1.381 3.136 -0.25
C 3.890 1.826 1.800 -0.02
N 2.505 2.340 3.816 0.04
N 1.455 2.720 2.974 -0.11
C 1.019 4.065 3.205 -0.31
N 1.657 4.844 4.104 0.19
N -0.121 4.535 2.495 0.10
C -0.569 3.593 1.440 -0.12
C -0.658 2.087 1.905 -0.22
C -2.106 1.475 2.005 -0.32
C -3.220 2.403 2.609 -0.05
F -2.415 0.966 0.716 -0.04
C 0.217 1.893 3.217 -0.51
S -0.661 2.335 4.779 0.82
H 2.663 -0.158 4.602 0.09
H 4.179 -0.602 3.573 0.09
H 2.514 -0.665 2.869 0.11
H 4.623 1.072 1.419 0.09
H 3.076 1.932 1.016 0.09
H 4.311 2.851 1.951 0.08
H 2.663 5.009 4.057 0.13
H 1.119 5.222 4.885 0.14
H 0.121 5.445 2.082 0.16
H 0.198 3.654 0.607 0.14
H -1.569 3.877 1.021 0.13
H -0.121 1.490 1.106 0.16
H -2.026 0.574 2.686 0.15
H -3.053 3.503 2.487 0.08
H -3.381 2.125 3.687 0.07
H -4.176 2.167 2.048 0.10
H 0.447 0.793 3.267 0.12
H -0.237 1.492 5.783 -0.10
C 0.637 -1.595 -2.447 -0.10
C -0.507 -1.876 -3.412 -0.27
N -1.475 -2.836 -2.904 -0.19
C -2.398 -3.321 -3.925 -0.25
C -3.355 -2.311 -4.558 -0.09
C -2.077 -2.519 -1.617 -0.24
C -2.824 -1.192 -1.488 -0.09
H 1.136 -2.520 -2.148 0.08
H 1.380 -0.954 -2.930 0.07
H 0.296 -1.077 -1.547 0.05
H -0.064 -2.277 -4.328 0.12
H -0.982 -0.923 -3.687 0.10
H -2.984 -4.150 -3.514 0.11
H -1.803 -3.771 -4.728 0.11
H -4.164 -2.038 -3.881 0.05
H -3.819 -2.752 -5.444 0.07
H -2.846 -1.400 -4.880 0.07
H -1.287 -2.539 -0.858 0.10
H -2.749 -3.332 -1.321 0.11
H -2.276 -0.355 -1.927 0.07
H -2.973 -0.959 -0.431 0.05
H -3.813 -1.238 -1.944 0.05
C -7.883 -4.159 -2.734 -0.09
C -8.070 -4.745 -1.341 -0.27
N -6.818 -5.073 -0.673 -0.19
C -6.998 -5.892 0.521 -0.25
C -7.758 -5.279 1.697 -0.09
C -5.855 -3.989 -0.549 -0.25
C -6.301 -2.721 0.181 -0.08
H -7.276 -4.819 -3.360 0.08
H -8.854 -4.039 -3.219 0.07
H -7.409 -3.175 -2.705 0.06
H -8.656 -5.662 -1.454 0.12
H -8.683 -4.054 -0.745 0.10
H -6.019 -6.232 0.873 0.11
H -7.520 -6.808 0.223 0.11
H -7.156 -4.542 2.229 0.05
H -8.010 -6.062 2.417 0.07
H -8.695 -4.810 1.388 0.07
H -5.533 -3.704 -1.557 0.09
H -4.943 -4.366 -0.074 0.11
H -7.294 -2.387 -0.125 0.07
H -5.604 -1.908 -0.042 0.06
H -6.297 -2.854 1.262 0.05
C 9.601 5.036 -0.987 -0.09
C 9.222 3.621 -1.405 -0.27
N 8.636 2.832 -0.330 -0.19
C 8.546 1.410 -0.641 -0.25
C 7.630 0.988 -1.790 -0.09
C 7.469 3.405 0.321 -0.25
C 6.255 3.734 -0.550 -0.09
H 10.260 5.026 -0.116 0.08
H 10.130 5.533 -1.802 0.08
H 8.723 5.642 -0.752 0.06
H 10.140 3.129 -1.739 0.12
H 8.561 3.674 -2.280 0.10
H 8.252 0.863 0.262 0.11
H 9.556 1.051 -0.866 0.11
H 6.577 1.049 -1.514 0.05
H 7.829 -0.054 -2.053 0.07
H 7.790 1.585 -2.690 0.07
H 7.779 4.323 0.830 0.10
H 7.150 2.744 1.136 0.10
H 6.528 4.245 -1.475 0.07
H 5.581 4.400 -0.001 0.06
H 5.682 2.842 -0.802 0.05
```

[3]
Here is a 9-piece molecular cluster, C27H63N9O9 overall at a distorted geometry from OMol25. Energies are from ωB97M-V/def2-TZVPD.

The spin multiplicity is 1. The value obtained for the HOMO energy is -8.76 eV. The energy above the lowest of the compared OMol25 structures with the same formula, charge and spin comes out at 0.969 eV. As for the structure (SMILES): CNC(C)=O.CNC(C)=O.CNC(C)=O.CNC(C)=O.CNC(C)=O.CNC(C)=O.CNC(C)=O.CNC(C)=O.CNC(C)=O. As for the total energy: -60863.7252 eV. The calculation puts the HOMO-LUMO gap at 8.7406 eV. As for the total charge: 0.

```
108
Properties=species:S:1:pos:R:3:lowdin_charge:R:1
C -0.684 3.058 3.258 0.00
C -1.008 4.186 2.347 -0.54
O -2.155 4.604 2.225 0.02
N 0.024 4.753 1.696 0.02
C -0.059 5.679 0.595 -0.07
H 0.265 3.210 3.772 0.07
H -0.706 2.124 2.696 0.06
H -1.411 2.966 4.064 0.09
H 0.942 4.379 1.887 0.11
H -1.071 5.657 0.189 0.09
H 0.630 5.439 -0.215 0.06
H 0.161 6.701 0.914 0.09
C 0.425 -3.985 -0.584 0.00
C 1.036 -5.096 -1.395 -0.55
O 2.074 -5.666 -1.080 0.02
N 0.342 -5.423 -2.520 0.00
C 0.745 -6.355 -3.530 -0.07
H 0.492 -3.145 -1.276 0.07
H 1.001 -3.860 0.331 0.07
H -0.590 -4.158 -0.226 0.09
H -0.594 -5.045 -2.541 0.13
H 0.737 -5.887 -4.517 0.08
H 0.109 -7.242 -3.545 0.08
H 1.776 -6.651 -3.345 0.08
C 0.214 -0.815 1.649 0.02
C -0.187 -0.021 0.429 -0.54
O -0.859 -0.565 -0.441 0.01
N 0.279 1.220 0.313 0.04
C -0.105 2.016 -0.850 -0.03
H 0.052 -1.876 1.500 0.07
H -0.451 -0.518 2.469 0.07
H 1.219 -0.549 1.971 0.06
H 1.007 1.602 0.918 0.07
H 0.228 1.557 -1.776 0.08
H 0.311 3.010 -0.678 0.06
H -1.182 2.199 -0.837 0.09
C -3.709 -1.576 -2.060 0.00
C -2.788 -1.992 -3.173 -0.56
O -3.207 -2.432 -4.238 0.01
N -1.479 -1.772 -2.949 0.01
C -0.524 -1.797 -4.055 -0.06
H -3.193 -1.014 -1.285 0.05
H -4.196 -2.437 -1.601 0.07
H -4.497 -0.961 -2.491 0.09
H -1.159 -1.434 -2.051 0.07
H -0.471 -0.775 -4.439 0.08
H -0.840 -2.400 -4.900 0.07
H 0.426 -2.187 -3.693 0.07
C 3.463 -2.111 2.121 -0.02
C 4.869 -2.691 2.219 -0.55
O 5.588 -2.486 3.184 0.04
N 5.203 -3.468 1.166 0.01
C 6.431 -4.205 1.020 -0.07
H 3.187 -1.807 1.110 0.06
H 3.349 -1.250 2.772 0.07
H 2.797 -2.939 2.376 0.09
H 4.488 -3.678 0.488 0.13
H 6.219 -5.276 1.087 0.09
H 7.160 -3.992 1.798 0.08
H 6.948 -4.035 0.075 0.08
C -5.051 -3.032 1.069 -0.01
C -5.171 -3.030 2.581 -0.55
O -6.239 -3.293 3.112 0.03
N -4.043 -2.790 3.278 0.01
C -2.702 -2.629 2.750 -0.09
H -4.331 -3.821 0.802 0.09
H -4.643 -2.122 0.623 0.05
H -5.910 -3.311 0.465 0.09
H -4.160 -2.752 4.277 0.14
H -2.662 -1.932 1.910 0.06
H -2.365 -3.581 2.324 0.08
H -2.040 -2.322 3.554 0.09
C 2.097 3.908 -2.810 -0.01
C 1.586 2.808 -3.739 -0.57
O 2.061 1.687 -3.723 0.03
N 0.558 3.121 -4.572 0.02
C 0.000 4.436 -4.772 -0.09
H 2.806 4.504 -3.391 0.09
H 2.658 3.481 -1.985 0.07
H 1.264 4.525 -2.481 0.06
H 0.233 2.338 -5.115 0.14
H 0.756 5.222 -4.796 0.08
H -0.695 4.728 -3.978 0.08
H -0.535 4.500 -5.716 0.09
C -4.296 3.549 -0.573 0.01
C -4.232 2.165 0.075 -0.55
O -4.489 1.162 -0.580 0.03
N -3.832 2.128 1.357 0.03
C -3.607 0.917 2.124 -0.05
H -5.300 3.604 -0.995 0.08
H -3.567 3.618 -1.375 0.07
H -4.177 4.348 0.157 0.07
H -3.520 2.982 1.802 0.09
H -2.542 0.687 2.106 0.06
H -4.171 0.073 1.734 0.07
H -3.990 1.059 3.134 0.09
C 3.786 2.818 3.790 0.01
C 3.377 2.263 2.455 -0.52
O 2.206 2.315 2.078 0.00
N 4.343 1.683 1.725 0.03
C 4.142 1.259 0.339 -0.03
H 2.931 3.149 4.373 0.08
H 4.539 3.608 3.769 0.09
H 4.257 2.040 4.402 0.09
H 5.283 1.772 2.068 0.14
H 5.121 1.345 -0.125 0.09
H 3.359 1.815 -0.168 0.07
H 3.834 0.212 0.315 0.07
```

[4]
Here is a 9-piece molecular cluster, C27H63N9O9 overall at a distorted geometry from OMol25. Energies are from ωB97M-V/def2-TZVPD.

The spin multiplicity is 1. The value obtained for the HOMO energy is -8.67 eV. The energy above the lowest of the compared OMol25 structures with the same formula, charge and spin comes out at 5.362 eV. As for the structure (SMILES): CN(C)C=O.CN(C)C=O.CN(C)C=O.CN(C)C=O.CN(C)C=O.CN(C)C=O.CN(C)C=O.CN(C)C=O.CN(C)C=O. As for the total energy: -60859.3320 eV. The calculation puts the HOMO-LUMO gap at 8.9105 eV. As for the total charge: 0.

```
108
Properties=species:S:1:pos:R:3:lowdin_charge:R:1
C 1.657 -2.817 -3.119 -0.31
O 0.867 -2.868 -2.190 -0.01
N 2.960 -3.131 -3.030 -0.19
C 3.758 -3.217 -4.254 -0.04
C 3.484 -3.807 -1.891 -0.07
H 1.421 -2.378 -4.106 0.14
H 4.796 -3.371 -3.966 0.09
H 3.732 -2.293 -4.829 0.08
H 3.426 -4.075 -4.841 0.10
H 4.002 -4.761 -2.039 0.10
H 4.263 -3.143 -1.487 0.09
H 2.770 -3.992 -1.090 0.07
C 2.320 1.159 1.139 -0.34
O 1.948 0.606 2.164 0.00
N 2.933 0.567 0.092 -0.18
C 3.371 1.356 -1.029 -0.06
C 3.367 -0.817 0.145 -0.02
H 2.299 2.262 1.021 0.12
H 2.825 1.112 -1.948 0.08
H 4.437 1.167 -1.202 0.09
H 3.264 2.431 -0.894 0.09
H 2.944 -1.411 -0.671 0.07
H 4.420 -0.743 -0.158 0.09
H 3.261 -1.350 1.081 0.09
C 1.113 -3.420 1.174 -0.36
O 2.211 -3.966 1.243 -0.01
N 0.545 -2.828 2.230 -0.17
C -0.601 -1.929 2.067 -0.03
C 1.115 -2.907 3.552 -0.04
H 0.601 -3.180 0.235 0.11
H -0.513 -1.095 2.760 0.06
H -1.566 -2.379 2.302 0.06
H -0.618 -1.512 1.059 0.09
H 2.113 -2.453 3.555 0.09
H 0.514 -2.363 4.273 0.09
H 1.247 -3.937 3.888 0.09
C 1.525 -1.208 -7.456 -0.34
O 0.622 -1.687 -6.794 0.00
N 2.006 0.040 -7.241 -0.20
C 3.096 0.604 -8.012 -0.07
C 1.562 0.892 -6.144 -0.04
H 2.018 -1.653 -8.337 0.13
H 3.306 0.023 -8.916 0.08
H 4.031 0.562 -7.450 0.09
H 2.872 1.592 -8.412 0.09
H 2.446 1.063 -5.521 0.09
H 1.210 1.865 -6.479 0.09
H 0.828 0.383 -5.530 0.07
C -2.549 0.338 -0.579 -0.31
O -3.115 0.919 0.334 -0.02
N -1.371 0.768 -1.114 -0.18
C -0.644 -0.071 -2.042 -0.06
C -0.720 1.981 -0.673 -0.05
H -2.832 -0.629 -1.020 0.12
H -0.304 0.458 -2.935 0.08
H -1.212 -0.955 -2.329 0.08
H 0.236 -0.451 -1.509 0.07
H -1.406 2.550 -0.049 0.08
H 0.219 1.908 -0.126 0.06
H -0.568 2.630 -1.541 0.09
C -4.216 -1.356 2.984 -0.31
O -3.668 -2.416 3.248 -0.02
N -4.664 -0.506 3.933 -0.19
C -5.189 0.793 3.566 -0.07
C -4.550 -0.753 5.347 -0.05
H -4.345 -0.928 1.980 0.13
H -6.215 0.867 3.940 0.09
H -5.054 1.045 2.517 0.09
H -4.709 1.620 4.109 0.08
H -5.530 -0.702 5.832 0.09
H -4.148 -1.744 5.539 0.09
H -3.936 0.035 5.793 0.09
C 0.882 5.545 -0.050 -0.33
O 1.106 4.395 0.295 -0.01
N 0.512 6.518 0.807 -0.19
C 0.170 7.835 0.297 -0.06
C 0.421 6.338 2.249 -0.03
H 0.912 5.875 -1.099 0.13
H 0.260 7.860 -0.788 0.08
H 0.832 8.621 0.668 0.09
H -0.855 8.086 0.570 0.09
H 0.871 5.402 2.556 0.08
H 1.043 7.146 2.648 0.09
H -0.574 6.451 2.670 0.09
C -1.229 3.759 3.974 -0.35
O -0.646 4.675 4.533 -0.02
N -0.861 2.470 4.013 -0.17
C -1.591 1.421 3.287 -0.04
C 0.316 2.024 4.732 -0.04
H -2.159 3.943 3.408 0.14
H -0.947 1.098 2.463 0.07
H -2.560 1.764 2.950 0.07
H -1.532 0.570 3.969 0.08
H 1.213 2.053 4.115 0.08
H 0.451 2.591 5.652 0.09
H 0.195 0.987 5.050 0.08
C -3.936 -3.294 0.145 -0.34
O -4.340 -2.601 -0.772 0.00
N -2.873 -4.116 0.063 -0.17
C -2.080 -4.236 -1.145 -0.04
C -2.301 -4.761 1.219 -0.06
H -4.429 -3.410 1.118 0.12
H -1.870 -5.238 -1.514 0.09
H -1.154 -3.679 -0.992 0.06
H -2.573 -3.704 -1.959 0.09
H -2.113 -5.826 1.076 0.09
H -1.344 -4.349 1.544 0.06
H -2.930 -4.609 2.098 0.08
```